# 1
31
Properties=species:S:1:pos:R:3:forces:R:3 method="wB97M-V/def2-TZVPD" de_lowest_ev=0.0000 homo_energy_ha=-0.4757 gap_ev=8.55 charge=+1
H -4.264 1.595 -0.268 -0.06 0.11 -0.04
H 2.549 0.880 -1.865 -0.03 -0.04 -0.08
C -3.216 1.346 -0.181 0.27 0.44 0.03
N 0.046 -2.287 -0.403 0.28 -0.95 -0.10
H 2.750 0.579 0.436 -0.16 0.04 0.12
H 2.641 -2.288 -1.045 -0.06 0.01 0.08
N -2.909 0.058 -0.210 -0.20 -0.35 0.11
H 1.678 1.894 0.858 0.00 0.01 0.08
H 1.670 -0.711 2.169 0.09 -0.03 0.05
C 1.950 1.570 -1.277 0.05 0.01 0.16
H -2.457 3.365 -0.039 0.03 0.08 -0.01
H 2.457 2.532 -1.282 0.02 0.03 -0.07
H 0.988 1.694 -1.775 -0.02 0.05 -0.10
C -0.918 1.885 0.084 -0.43 0.45 0.04
C 1.000 -1.208 -0.547 -0.31 0.30 -0.13
N -2.207 -2.893 -0.038 -0.83 -0.57 0.13
H -0.022 -1.202 2.028 -0.01 -0.03 0.08
C -2.224 2.313 -0.047 0.04 -0.22 0.00
H 0.944 -0.860 -1.589 0.05 -0.02 0.19
N 2.340 -1.657 -0.312 0.25 0.10 0.04
C 1.815 1.066 0.161 -0.21 0.12 -0.17
C -1.157 -2.122 -0.202 -0.23 4.87 0.30
C 0.712 0.022 0.383 1.21 -0.57 0.37
C 0.680 -0.389 1.859 -0.04 -0.03 -0.17
H 2.415 -2.149 0.572 -0.04 -0.05 -0.13
H -3.125 -2.479 -0.021 0.03 -0.02 0.00
H 0.392 0.457 2.480 0.02 0.07 0.04
C -1.663 -0.281 -0.052 0.85 -4.00 -0.47
N -0.638 0.571 0.093 -0.69 0.23 -0.33
H -2.117 -3.889 -0.163 -0.01 0.03 -0.03
H -0.109 2.588 0.192 0.11 -0.10 0.01

# 2
27
Properties=species:S:1:pos:R:3:forces:R:3 method="wB97M-V/def2-TZVPD" de_lowest_ev=0.5994 homo_energy_ha="0.0417 / -0.1215" gap_ev="2.51 / 6.92" multiplicity=2 charge=-1
C 0.407 0.275 2.441 1.57 0.63 0.05
C -0.118 -0.296 1.163 -0.45 0.64 -1.01
H 1.941 4.165 -1.434 0.08 -0.30 0.69
H -0.822 1.647 0.495 -0.26 0.15 0.16
C 3.010 2.368 -1.954 0.43 -0.62 -1.18
H 3.787 2.444 -1.193 -0.17 0.08 0.13
C -1.577 0.012 -0.711 -1.31 -1.14 -2.95
H -2.443 -1.089 -2.758 0.58 -0.47 0.78
H 0.115 1.326 2.526 -0.64 -0.16 0.12
C 1.741 3.101 -1.631 -0.71 1.00 -0.09
C -0.826 0.585 0.305 0.98 -0.05 1.94
H 1.164 2.601 -0.853 0.22 0.26 0.37
C -0.487 -2.097 -0.433 -1.40 -0.99 -2.63
H 0.680 -2.254 1.329 -0.03 -0.13 0.17
H -0.229 -3.073 -0.818 0.00 -0.18 0.07
H 0.652 -0.018 4.551 0.38 -0.29 -0.01
H 0.444 -1.551 3.595 0.28 0.13 0.14
O -2.015 -1.803 -2.232 -1.09 -0.34 -1.70
C 0.151 -0.505 3.709 -0.58 -0.01 0.61
H -2.210 0.591 -1.370 -0.30 0.43 0.09
H 3.454 2.679 -2.910 0.01 0.40 0.22
H 1.509 0.432 2.421 -0.14 -0.51 -0.31
H 2.833 1.312 -2.147 -0.18 -0.21 0.38
H -0.889 -0.534 4.040 -0.28 0.06 -0.45
C -1.395 -1.315 -1.150 1.51 1.62 2.21
H 1.011 3.224 -2.434 0.27 -0.66 -0.51
C 0.047 -1.601 0.737 1.22 0.65 2.71

# 3
27
Properties=species:S:1:pos:R:3:forces:R:3 method="wB97M-V/def2-TZVPD" de_lowest_ev=1.6330 homo_energy_ha=-0.3105 gap_ev=9.37 charge=0
H -2.824 -1.288 2.378 0.02 -0.08 -0.05
C -1.212 0.090 2.138 1.51 0.29 0.21
H 0.212 -0.721 -2.695 -0.07 0.12 -0.14
H -0.690 2.177 -0.470 0.12 -0.45 -0.76
H -3.769 0.922 -1.504 -1.36 -0.53 0.18
C 0.974 -0.445 -1.976 1.34 0.27 0.68
C -2.250 0.667 -0.300 -1.69 1.36 -1.74
C 3.524 -0.307 -1.459 -0.85 -1.35 0.77
C 2.409 -0.708 -2.449 -0.16 0.04 -0.40
H 0.551 -0.058 3.463 0.03 -0.09 -0.38
H -3.683 -0.863 0.021 -0.50 0.28 0.24
H -0.811 0.804 4.101 0.01 -0.08 -0.01
H 2.446 -1.762 -2.728 0.42 -0.02 -0.06
H 0.847 -1.028 -1.059 -0.35 0.16 -0.03
H 4.246 -1.122 -1.348 0.55 0.45 -0.77
H 3.202 -0.298 -0.406 -0.47 0.65 -0.29
C -1.055 1.281 0.011 -0.11 0.42 2.19
H -0.849 -0.936 4.063 -0.06 -0.03 -0.26
H 3.913 0.649 -1.778 0.57 0.08 0.37
H 0.951 0.615 -1.715 -0.61 -0.06 -0.01
C -2.938 -0.231 0.482 1.82 -1.19 0.94
O -2.857 1.124 -1.471 2.01 0.26 -0.07
H 0.475 1.187 1.553 -0.13 0.91 0.06
C -2.347 -0.568 1.724 -0.97 0.43 -0.48
H 2.627 -0.105 -3.338 -0.30 -0.40 -0.18
C -0.537 -0.061 3.485 -0.72 -0.08 0.72
C -0.554 0.986 1.279 -0.05 -1.37 -0.72

# 4
27
Properties=species:S:1:pos:R:3:forces:R:3 method="wB97M-V/def2-TZVPD" de_lowest_ev=1.4263 homo_energy_ha=-0.3121 gap_ev=9.33 charge=0
H 0.960 1.191 -3.017 -0.25 0.17 0.01
H 4.166 1.608 -0.223 0.05 0.17 -0.34
O 3.340 2.184 -2.642 0.30 0.30 -0.28
H -1.233 -2.018 0.378 -0.07 0.22 0.42
H -3.695 1.659 1.491 -0.43 0.24 -0.63
H -2.893 -1.227 0.796 -0.65 -0.15 -0.14
H 1.617 -1.659 1.517 -0.09 -0.13 0.10
H -1.796 0.013 0.791 -0.12 0.93 0.02
H -4.920 0.304 1.155 -0.07 0.45 -0.48
H -0.032 -3.170 1.007 -0.22 -0.20 -0.32
H -0.271 -0.282 -1.282 0.08 0.12 -0.60
C -3.902 0.599 1.383 1.35 -0.92 1.80
H 2.974 0.241 1.394 -0.05 -0.08 0.00
C 2.522 0.430 0.428 0.08 0.37 -0.81
H -3.761 0.243 2.413 -0.22 0.10 0.12
C 0.718 0.140 -1.145 -0.34 0.37 1.02
C 2.633 1.420 -1.742 -0.22 1.45 -0.03
H 0.184 -0.662 1.823 0.32 -0.11 0.23
C 3.198 1.214 -0.500 0.04 -0.60 0.79
H 0.124 -2.332 -0.592 0.16 -0.81 -0.24
C 0.755 -1.192 1.048 -1.16 0.99 0.07
C -0.182 -2.251 0.445 1.08 0.19 -0.31
H -3.081 -0.009 -0.479 0.55 -0.20 -0.10
C -2.848 -0.163 0.578 -0.69 -0.19 -0.53
C 1.342 1.016 -2.020 0.23 -1.08 -0.49
H 2.785 2.839 -3.092 0.03 -0.51 0.24
C 1.297 -0.134 0.088 0.32 -1.08 0.49

# 5
27
Properties=species:S:1:pos:R:3:forces:R:3 method="wB97M-V/def2-TZVPD" de_lowest_ev=2.2765 homo_energy_ha=-0.3201 gap_ev=9.58 charge=0
C 1.414 -0.662 1.279 0.48 -0.09 -1.30
C -2.900 0.213 1.311 -0.73 1.70 0.82
O 0.734 -2.830 1.767 1.46 -2.02 -0.62
H -1.887 2.279 -0.678 0.07 1.07 -0.42
C -1.201 1.498 -0.440 -0.34 -2.98 -0.05
H 1.583 -0.595 2.395 -0.38 0.01 -1.59
H -1.882 1.918 1.598 1.02 -0.58 -0.54
H -3.743 0.837 0.952 0.12 -0.67 -0.14
C -1.631 0.991 0.995 1.45 1.60 1.32
H 0.747 -1.245 -2.544 0.50 0.37 1.24
C 1.497 0.100 -0.983 0.48 0.45 -2.52
H 1.415 -3.580 1.727 -1.54 1.56 0.01
C 1.687 0.381 0.351 -0.73 -2.90 1.25
C 0.733 -2.179 -0.588 0.12 0.36 -0.78
H -2.963 -0.781 0.939 -0.08 -0.86 -0.27
H 1.932 1.342 0.679 0.62 1.30 0.40
H 1.162 1.003 -2.957 -0.02 -0.43 -0.05
H -0.064 1.700 -0.557 -2.64 0.04 0.35
C 0.988 -1.097 -1.454 -0.48 -1.59 -0.49
H 0.375 -3.173 -0.951 0.27 1.05 0.49
H -1.511 0.647 -1.165 0.94 1.24 0.81
H 1.620 2.157 -1.766 0.34 -1.04 -0.12
C 1.824 1.091 -2.099 -0.20 2.22 0.67
H 2.862 1.128 -2.478 -0.36 -0.48 0.41
H -3.042 0.263 2.443 0.33 -0.54 -1.40
H -0.746 0.511 1.491 -0.90 0.41 -0.43
C 0.996 -1.919 0.732 0.19 0.80 2.96

# 6
27
Properties=species:S:1:pos:R:3:forces:R:3 method="wB97M-V/def2-TZVPD" de_lowest_ev=0.9916 homo_energy_ha=-0.3180 gap_ev=9.48 charge=0
H 1.314 3.540 -1.586 -0.07 0.19 0.44
H -1.297 -2.986 1.440 -0.09 0.03 -0.10
H 2.701 0.522 2.595 0.02 -0.03 -0.15
H 0.400 3.063 -2.955 -0.16 -0.07 0.11
C 1.342 -0.419 0.328 0.15 0.06 -0.05
H 0.932 -1.130 -1.674 0.03 0.13 0.06
C -1.959 2.273 -1.782 -0.08 0.00 0.57
H -0.636 2.631 -0.078 0.04 0.32 0.07
H 1.205 1.436 2.504 -0.03 0.11 0.13
H -0.218 4.392 -2.034 0.26 0.04 0.30
C 1.616 0.443 2.676 0.23 -0.13 0.05
H 1.404 0.140 3.697 -0.15 0.02 0.09
C 0.287 3.426 -1.924 -0.11 0.10 -0.73
C 0.697 -1.194 -0.617 -0.14 -0.09 -0.36
C 1.023 -0.512 1.681 0.22 0.03 -0.23
C -0.323 -2.051 -0.240 -0.27 0.03 0.23
O -1.040 -2.711 -1.219 0.29 0.00 -0.11
C -0.594 -2.233 1.108 0.32 0.01 -0.14
H -2.161 1.250 -2.111 0.13 0.09 0.03
C -0.562 2.436 -1.144 0.11 -0.87 -0.81
H 2.103 0.281 -0.013 -0.09 -0.03 0.14
H -0.074 1.462 -1.233 0.10 0.05 0.25
H -2.081 2.927 -2.643 -0.07 0.09 -0.04
H -0.076 -1.740 3.081 -0.01 0.42 0.14
H -2.720 2.519 -1.039 -0.17 0.07 -0.21
H -1.974 -2.558 -1.063 -0.13 -0.13 0.07
C 0.105 -1.482 2.044 -0.34 -0.46 0.24

# 7
27
Properties=species:S:1:pos:R:3:forces:R:3 method="wB97M-V/def2-TZVPD" de_lowest_ev=3.9064 homo_energy_ha=-0.3111 gap_ev=9.31 charge=0
H 0.090 0.756 2.301 -0.72 0.58 -1.18
H 0.982 4.257 -1.919 -0.48 -0.53 0.17
H -2.178 -0.758 -1.181 0.26 0.39 -0.38
H -0.792 -4.173 1.738 1.79 0.41 -0.63
C 0.155 -1.278 1.959 -2.29 2.76 -4.70
O -1.786 1.295 -0.099 1.16 -0.02 -0.63
C -1.397 -0.852 -0.445 0.11 -4.27 1.18
C -0.230 0.053 1.513 -0.72 -1.86 1.55
H 1.981 4.126 -0.394 -0.50 0.22 -1.77
H 0.826 -3.821 2.141 2.75 -0.03 3.46
H 2.788 1.973 -1.365 1.17 -0.46 -0.37
C 1.782 2.273 -1.201 0.80 -2.14 1.77
C 0.969 1.436 -2.117 -2.73 1.33 -2.51
H 2.739 4.096 -2.013 -1.44 -0.95 0.55
H 0.732 2.071 -3.037 0.75 -0.34 0.77
H 0.607 -4.394 0.602 -0.54 1.22 0.07
H 1.517 0.636 -2.588 -0.28 -0.90 0.48
H -2.304 1.908 0.391 -0.17 0.27 1.47
C 0.213 -3.677 1.374 -4.08 -3.28 -1.72
H -0.127 1.289 -1.889 1.43 -0.70 0.53
C -0.183 -2.309 1.062 0.86 -0.53 -0.18
H -1.160 -3.113 -0.819 0.58 2.23 1.77
H 0.666 -1.249 2.866 0.99 -0.99 1.20
C -0.927 -2.180 -0.121 -0.45 1.50 -1.09
C 1.798 3.705 -1.459 2.38 4.15 1.89
H 1.781 2.019 -0.075 -1.06 0.32 -1.56
C -1.155 0.165 0.440 0.43 1.63 -0.15

# 8
27
Properties=species:S:1:pos:R:3:forces:R:3 method="wB97M-V/def2-TZVPD" de_lowest_ev=4.5342 homo_energy_ha=-0.3322 gap_ev=9.82 charge=0
C 0.375 -0.482 -0.812 -0.17 -0.13 -1.72
H 2.948 2.440 0.197 0.08 0.86 0.87
C -0.560 -0.302 0.346 -2.31 -1.47 -1.91
C -3.023 0.152 0.376 1.79 0.33 -0.29
H 0.432 3.071 -0.114 0.00 -2.74 0.44
H -4.034 0.022 0.535 -2.16 -0.56 0.09
C 1.909 -0.720 -0.713 -0.58 0.39 -3.04
H 2.513 1.933 -1.418 -1.29 -0.32 2.20
C -2.161 -0.856 0.248 2.47 1.63 1.42
H 3.572 0.289 0.057 3.02 -0.68 -0.08
H 2.313 0.203 1.099 -0.99 -0.39 3.92
H -0.733 -0.773 2.137 -0.08 0.04 0.64
O 0.005 -0.474 1.608 -0.29 0.13 0.09
C 2.562 0.385 0.150 -0.25 -0.96 -3.68
H -2.189 -2.628 -0.704 0.29 -0.83 -2.28
H -0.946 1.301 -1.316 1.66 -0.90 2.04
H -3.469 -2.611 0.362 -2.20 -0.33 0.65
C 2.242 1.790 -0.262 -1.73 -0.97 -1.63
H 0.466 1.838 1.174 0.71 0.00 1.94
H -0.198 -0.867 -1.701 1.13 -0.05 0.83
C -2.482 -2.343 0.250 2.67 1.85 0.13
H 2.404 -0.664 -1.839 -1.43 0.06 2.59
C 0.707 1.922 0.161 0.94 4.08 -3.41
H 2.020 -1.785 -0.472 0.58 0.45 0.67
H -1.784 -2.941 0.820 -0.07 0.05 0.87
C -0.166 0.895 -0.512 -2.01 1.03 -1.37
H -2.720 1.206 0.339 0.19 -0.57 0.05

# 9
27
Properties=species:S:1:pos:R:3:forces:R:3 method="wB97M-V/def2-TZVPD" de_lowest_ev=2.0655 homo_energy_ha=-0.3063 gap_ev=9.18 charge=0
H 1.518 -1.026 -3.309 0.05 -0.07 0.05
H 1.610 1.760 2.820 -0.20 0.32 -1.08
H -4.407 -1.610 1.770 0.40 0.37 0.62
O 1.778 -0.133 -3.060 -0.39 -0.75 0.14
C 1.360 1.897 -0.203 -0.91 0.78 -0.89
C 0.732 1.626 2.140 -0.26 -1.36 2.04
H 1.521 2.977 -0.064 -0.33 -0.53 0.56
C 0.959 1.012 0.809 1.56 0.20 -1.41
C 1.430 0.130 -1.743 0.96 0.06 -1.32
H 0.122 2.518 2.101 0.13 0.31 -0.06
H -2.497 -1.564 -1.087 -0.08 -0.45 0.82
H -1.671 -0.376 1.304 -0.14 -0.18 0.26
C 0.936 -0.373 0.503 -0.17 1.43 1.40
H 1.476 -1.889 -0.993 -0.15 -0.12 0.12
H -1.190 -2.212 -0.201 0.11 0.27 0.82
C -3.399 -1.301 2.144 -2.46 0.96 0.37
H -3.494 -0.525 2.924 -0.46 0.20 -0.65
H -2.919 0.024 0.327 -1.45 0.20 0.62
H -3.108 -2.106 2.804 1.13 -0.72 -0.77
H 0.177 0.909 2.758 -0.37 0.04 -0.09
C 1.334 -0.848 -0.743 -0.74 1.23 -0.44
H -2.815 -2.794 0.188 0.14 -0.08 -0.36
C -2.226 -1.902 -0.050 -1.03 -0.29 -1.42
H 0.584 -0.949 1.362 0.42 -0.60 -0.54
C 1.392 1.504 -1.534 0.14 -1.07 1.88
C -2.627 -0.808 0.957 3.79 -0.29 -0.31
H 1.440 2.200 -2.345 0.32 0.12 -0.35

# 10
27
Properties=species:S:1:pos:R:3:forces:R:3 method="wB97M-V/def2-TZVPD" de_lowest_ev=2.1727 homo_energy_ha=-0.3102 gap_ev=9.31 charge=0
H 0.999 -2.109 0.512 -0.51 -0.66 -0.22
C 0.539 0.156 2.831 1.17 0.80 1.08
H -1.488 2.935 -2.019 0.16 0.65 -0.17
H 0.277 -1.103 -3.256 -0.20 0.12 -0.32
C -0.085 2.140 1.316 -1.54 0.85 -0.38
C -1.657 1.775 -0.515 1.41 -1.02 -1.05
O -1.795 2.049 -1.865 -1.34 -0.27 0.71
H -0.022 0.050 3.768 0.02 0.37 -0.11
H 1.452 0.742 3.027 -0.42 0.08 0.30
C 1.517 -2.279 -0.434 1.93 -0.40 1.01
H -0.863 -0.799 -2.017 -0.47 -0.60 0.29
H -0.098 -2.508 -2.364 -0.90 0.24 0.32
H 1.445 -3.275 -0.856 -0.96 -0.17 -0.09
C -1.154 0.034 1.045 0.33 0.70 0.40
H -0.889 3.691 0.130 0.06 -0.04 -0.54
C -0.017 -1.422 -2.258 1.90 0.14 -0.81
C -0.948 2.623 0.312 0.94 0.36 0.24
H 0.969 -0.841 2.699 -0.55 -0.07 -0.94
C -1.771 0.441 -0.127 -0.56 -0.76 1.50
H 2.572 -2.366 -0.089 -0.22 0.77 -0.26
H -1.251 -0.970 1.443 -0.26 -0.09 -0.40
H -2.348 -0.369 -0.556 -0.12 0.63 -0.84
H 0.603 2.909 1.642 0.19 -0.46 0.75
H 2.057 -0.902 -2.040 0.21 0.11 0.29
C -0.254 0.847 1.754 0.38 -1.67 -0.34
C 1.231 -1.137 -1.372 -1.02 -0.15 -0.08
H 0.980 -0.311 -0.712 0.39 0.56 -0.32

# 11
27
Properties=species:S:1:pos:R:3:forces:R:3 method="wB97M-V/def2-TZVPD" de_lowest_ev=3.1914 homo_energy_ha="-0.4925 / -0.4925" gap_ev="9.25 / 5.64" multiplicity=2 charge=+1
H 3.188 -0.631 -1.262 -1.25 1.02 0.92
C 0.994 3.268 1.902 0.37 0.33 -2.04
C 0.671 1.074 0.535 -0.17 0.80 -0.42
H -3.434 -3.692 -0.002 -1.37 0.50 0.22
C 0.460 1.852 1.777 0.80 -1.57 0.78
H 1.483 0.056 -3.775 -0.65 -3.60 1.64
C -0.037 0.575 -1.718 1.87 -0.82 0.62
H -0.998 -1.917 0.460 -0.93 -0.93 -1.82
O 1.369 -0.796 -3.085 1.22 4.43 -1.71
C -1.897 -2.251 -0.233 1.53 4.98 1.37
C 1.251 -0.068 -1.944 -2.04 -0.16 -0.90
H -2.535 -1.199 0.037 0.98 -2.97 -1.31
H -0.592 1.979 1.857 -1.06 -0.24 0.42
H 0.856 1.198 2.611 -0.49 0.83 -0.58
C -2.438 -3.486 0.312 -0.48 -2.95 -4.08
H 0.711 3.918 1.057 -1.00 -0.15 0.64
H -2.035 -4.397 -0.269 0.38 1.24 1.19
H -1.599 -2.343 -1.321 -0.37 0.58 1.31
C 2.238 -0.073 -0.963 1.24 -1.89 0.05
H 2.029 3.424 1.791 1.80 -0.73 0.24
H -1.393 1.353 -0.535 1.69 0.54 1.50
H 2.555 0.302 1.206 -0.89 -0.26 -1.81
C 1.859 0.330 0.286 2.24 0.88 2.05
H -2.337 -3.632 1.307 0.32 -0.40 3.12
H 0.758 3.614 2.866 -0.72 0.81 0.97
H -0.848 0.421 -2.392 -0.17 0.07 -0.75
C -0.278 1.120 -0.503 -2.86 -0.35 -1.63

# 12
27
Properties=species:S:1:pos:R:3:forces:R:3 method="wB97M-V/def2-TZVPD" de_lowest_ev=2.9605 homo_energy_ha="-0.5225 / -0.5273" gap_ev="10.17 / 6.51" multiplicity=2 charge=+1
C -0.592 1.458 2.991 1.76 1.59 0.31
C 1.932 0.588 -1.295 1.16 -1.75 0.85
H 1.460 -1.722 0.183 -0.41 0.79 -0.80
C -1.796 -0.348 -1.055 -0.09 1.31 -0.64
C -0.483 -2.286 -0.394 1.04 4.99 -1.17
H -0.844 2.017 3.915 0.35 -0.12 -0.72
H -0.202 -0.026 4.262 -0.68 -1.62 2.26
C 1.964 1.272 -2.605 2.73 1.95 -1.64
H 2.734 -0.193 -1.247 -1.05 -0.15 -0.22
H -0.544 -0.617 2.490 1.62 0.88 2.15
C 0.565 -1.300 -0.342 0.48 -4.30 1.51
H 1.069 0.102 3.181 0.81 -0.28 -0.39
H -3.515 -2.090 -1.363 1.58 -1.67 0.60
C -0.651 0.448 -1.099 -4.61 2.82 -3.09
H 2.394 2.312 -2.511 -1.11 -0.83 -0.13
H -0.984 1.302 -1.728 1.17 0.31 1.05
H -0.534 -3.325 -0.234 0.83 -0.98 0.70
C 0.603 0.043 -0.927 1.66 -3.55 1.63
C -1.686 -1.709 -0.865 -1.09 -4.49 0.51
H 2.316 1.111 -0.425 -0.27 1.05 0.22
C 0.007 0.108 3.267 -1.16 -0.58 -3.19
H 0.031 2.053 2.297 -0.17 0.09 0.58
H -2.745 0.067 -1.412 0.38 -0.04 0.28
H 1.006 1.225 -3.030 -1.34 0.67 -0.75
O -2.691 -2.640 -1.083 -0.36 4.11 -0.35
H -1.451 1.278 2.462 -2.53 0.03 -1.07
H 2.640 0.870 -3.434 -0.71 -0.22 1.53